No. 1
Below is a cluster of 5 separate species, C17H35F7N3O7S in total, with properties calculated with wB97M-V/def2-TZVPD.

```
70
Properties=species:S:1:pos:R:3:lowdin_charge:R:1
H -1.928 -3.108 -4.999 0.1307
H -0.203 2.287 3.493 0.1027
O 0.522 -1.386 -5.876 0.1010
O -0.172 -3.420 -2.988 -0.2921
S -0.931 -2.372 -2.087 0.9414
H 0.493 -5.624 0.214 0.0477
H -4.695 -1.727 -2.719 0.1965
H -3.184 1.910 2.854 0.0777
H 4.561 0.879 3.072 0.0840
F 2.452 -0.262 -3.019 0.0432
O 4.415 2.758 1.187 -0.0836
C -1.676 -0.950 -3.047 -0.4085
H 0.990 7.467 4.781 0.0782
C 1.644 -1.483 -0.902 -0.1025
C -1.197 1.877 3.696 -0.3157
H -2.275 3.424 2.639 0.0767
H 1.615 5.425 2.786 0.0850
H 4.162 3.351 3.128 0.1133
H 2.311 5.480 5.543 0.1169
C -0.086 -0.789 -4.839 -0.0256
F 0.794 0.924 -1.570 0.0491
H 0.151 -7.246 0.860 0.0777
H -1.899 1.990 1.656 0.0521
C 0.087 -1.859 -0.580 -0.2000
H 2.770 -4.887 0.388 0.0687
F 2.366 -2.550 -1.671 0.0569
C -2.931 -2.678 -4.576 -0.0171
H -5.957 0.060 -3.930 0.1092
H -1.509 2.204 4.692 0.1212
H -1.798 1.004 -1.572 0.1387
C 3.563 1.293 2.892 -0.0811
H 2.601 -7.583 1.278 0.1172
H -4.638 1.029 -2.015 0.1590
N -0.813 -0.070 -3.922 0.1174
H -2.828 -0.523 -1.200 0.1306
C -4.225 -0.927 -3.433 -0.2577
H 2.088 7.689 3.425 0.0737
H -0.829 0.180 2.814 0.0628
H 3.957 2.199 0.535 0.0553
H 3.082 0.651 2.147 0.0499
H 2.989 1.246 3.821 0.0783
C -3.874 0.581 -2.806 -0.0916
C 1.908 -0.046 -1.626 -0.1142
N -2.837 -1.274 -4.012 -0.0880
H 2.011 -6.155 2.151 0.1096
O -2.151 -3.181 -1.495 -0.3241
C -2.195 2.334 2.652 -0.0949
H -2.872 -0.693 -4.903 0.1953
O 1.525 5.092 3.695 -0.1092
H -3.626 1.382 -3.638 0.1411
O 3.146 -5.779 0.483 -0.0856
F -0.621 -0.845 0.288 0.0165
C 3.661 2.718 2.389 -0.3233
F 3.053 0.599 -0.879 0.0407
C 2.398 5.852 4.518 -0.3283
H 3.426 5.694 4.179 0.1037
H 1.086 -7.043 -0.641 0.0805
H -4.855 0.173 -5.167 0.0965
C 2.024 7.318 4.453 -0.0936
H 2.668 3.135 2.195 0.0927
O -1.114 0.460 3.700 -0.0865
C 0.901 -6.630 0.356 -0.0912
H -3.431 -3.391 -3.760 0.1431
H 2.685 7.917 5.086 0.0776
F 2.347 -1.431 0.434 0.0430
C -2.450 0.180 -2.087 -0.1112
C 2.185 -6.579 1.157 -0.3206
F 0.140 -3.099 0.285 0.0316
H -3.704 -2.641 -5.467 0.1416
N -5.274 -0.530 -4.492 0.0200
```

## Properties
Lowest unoccupied orbital energy   -5.37 eV
Net charge   +1
Orbital gap   6.31 eV
HOMO level   -11.685 eV
Max |F|   0.23305 hartree/bohr


No. 2
Below is a cluster of 5 separate species, C17H35N5PS in total, with properties calculated with wB97M-V/def2-TZVPD.

```
59
Properties=species:S:1:pos:R:3:lowdin_charge:R:1
H -4.235 2.393 -1.439 0.0530
N 2.264 -0.537 9.154 0.1552
N -0.659 1.089 -3.020 0.1700
H 1.820 -1.105 -1.261 0.1084
C -7.481 4.276 -6.380 -0.1058
H 6.103 -6.209 1.895 0.0540
H 4.329 -2.338 5.632 0.0954
H -7.681 4.737 -5.413 0.0722
C 0.734 -1.220 0.604 -0.1808
C -5.794 3.284 -4.106 -0.2370
H -6.238 1.891 -5.586 0.1237
H -3.158 4.615 -1.880 0.1065
H 3.127 -3.155 7.666 0.1173
H -8.152 3.423 -6.496 0.0787
H -5.845 3.443 -7.500 0.1091
N -5.957 3.689 -3.044 0.1716
H 2.478 -1.112 4.535 0.0209
H -0.111 -0.739 1.097 0.1285
C -1.331 2.016 -3.083 -0.1990
H 7.223 -5.730 0.574 0.0647
H -4.583 2.495 -5.605 0.1078
H 1.753 -0.739 6.093 0.0757
H 4.247 -0.690 6.229 0.1139
H 0.478 1.443 -0.216 0.0753
H 1.439 1.310 -1.684 0.0519
C -3.316 2.695 -0.937 -0.1109
C 2.861 -1.270 8.505 -0.2416
H 2.949 -3.393 0.981 -0.0298
H -3.090 2.937 -3.711 0.0880
H -3.586 3.118 0.030 0.0763
C 3.622 -2.183 7.654 -0.1944
C 3.721 -1.646 6.221 -0.2637
H 0.111 -0.740 -1.393 0.0855
C 1.902 -1.091 1.478 -0.2459
H -7.731 5.005 -7.149 0.0746
C 1.296 0.900 -0.691 -0.1258
H 1.811 -2.413 5.528 0.0749
H -2.717 1.801 -0.748 0.0621
C -2.185 3.200 -3.163 -0.1757
C -5.625 2.786 -5.472 -0.1882
H 2.895 -6.548 1.173 -0.0050
H 5.889 -3.743 -0.175 -0.0114
H 0.499 -2.282 0.502 0.1138
C 2.361 -1.468 5.557 -0.1151
C -6.024 3.848 -6.504 -0.2576
P 3.626 -4.564 1.331 0.5778
H -5.377 4.721 -6.393 0.1118
N 3.214 -5.827 0.534 -0.2872
C 6.729 -5.426 1.485 -0.3027
S 5.741 -3.949 1.145 0.8347
H 3.459 -4.708 2.719 0.0168
H -1.645 4.007 -1.230 0.1083
C 0.991 -0.588 -0.772 -0.2645
H 2.209 1.086 -0.120 0.0711
H -1.655 3.965 -3.731 0.1234
C -2.551 3.718 -1.767 -0.2548
H 4.614 -2.307 8.089 0.1162
N 2.820 -0.977 2.160 0.1546
H 7.453 -5.117 2.227 0.0533
```

## Properties
Lowest unoccupied orbital energy   -3.99 eV
Net charge   +1
Orbital gap   9.12 eV
HOMO level   -13.106 eV
Max |F|   0.04925 hartree/bohr